# 1
The following is a DFT calculation (ωB97M-V with the def2-TZVPD basis set) of a molecular structure, C51H42INOP2Re at a distorted geometry.

Structure (XYZ):
```
99
Properties=species:S:1:pos:R:3:forces:R:3:lowdin_charge:R:1
Re -0.710122 0.122825 0.012287 0.1 0.0 -0.1 0.88
C 4.229994 -1.318859 3.411582 0.0 0.0 0.0 0.00
C 2.731239 -1.083334 3.664561 0.0 0.0 0.0 -0.44
C 2.414160 -1.272041 5.159174 0.0 0.0 0.0 0.00
C 1.919603 -2.069402 2.864450 0.0 -0.1 -0.1 -0.09
C 2.104602 -3.429213 3.124058 0.0 0.0 0.0 0.01
C 1.414256 -4.427936 2.467852 0.0 0.1 0.0 -0.02
C 0.478731 -4.064818 1.519863 0.1 0.1 0.1 -0.06
C 0.254563 -2.718988 1.245674 0.1 -0.1 0.2 -0.29
P -0.942876 -2.287899 0.013821 -0.9 0.1 -0.3 0.95
C -0.343169 -3.070073 -1.499570 0.1 -0.1 0.1 -0.35
C -1.034551 -4.094849 -2.135868 0.0 0.1 -0.1 -0.07
C -0.514661 -4.656449 -3.295432 0.0 0.0 0.0 -0.05
C 0.691485 -4.207155 -3.810346 0.0 0.0 0.0 -0.05
C 1.401691 -3.206634 -3.155188 0.0 0.0 0.0 -0.05
C 0.889131 -2.645791 -1.999622 0.0 0.0 0.0 -0.11
C -2.541604 -2.998713 0.442691 0.1 -0.1 0.2 -0.42
C -2.776463 -3.603984 1.673847 0.0 0.0 0.0 -0.09
C -4.055051 -4.031769 2.002498 0.0 0.0 0.0 -0.05
C -5.100191 -3.848275 1.113261 0.0 0.0 -0.1 -0.05
C -4.871707 -3.231146 -0.111077 0.0 0.0 0.0 -0.05
C -3.598973 -2.805617 -0.443002 0.0 0.0 0.0 -0.11
C 0.990368 -1.730980 1.893188 0.0 -0.2 0.0 -0.13
O 0.769053 -0.362464 1.486586 0.6 0.0 0.3 -0.25
C 1.461436 0.644954 2.255648 0.1 0.1 0.1 -0.13
C 1.189421 1.976480 1.957009 0.1 -0.1 0.2 -0.31
C 1.799067 3.001421 2.673293 0.0 -0.1 0.0 -0.07
C 2.712402 2.702137 3.663408 0.0 -0.1 0.0 -0.02
C 2.983122 1.375146 3.927354 0.0 0.0 0.0 0.01
C 2.368873 0.318129 3.251266 0.0 0.1 0.0 -0.09
P 0.025939 2.383911 0.688464 -1.1 0.1 -0.8 0.96
C -1.091235 3.619128 1.400167 0.2 0.0 0.2 -0.36
C -1.515412 4.729835 0.675263 -0.1 0.0 -0.1 -0.07
C -2.366146 5.657530 1.257071 0.0 0.0 0.1 -0.05
C -2.786142 5.492041 2.568788 0.0 0.0 -0.1 -0.05
C -2.350496 4.399139 3.304133 0.0 0.0 0.0 -0.06
C -1.508433 3.465008 2.726714 0.1 0.0 -0.1 -0.16
C 0.911487 3.207889 -0.659278 0.1 0.1 0.1 -0.35
C 2.247876 3.587716 -0.554597 0.0 0.0 0.0 -0.07
C 2.867108 4.256266 -1.600591 0.0 0.0 0.0 -0.05
C 2.161949 4.546431 -2.757711 0.0 0.0 0.0 -0.05
C 0.834035 4.157952 -2.875166 0.0 0.0 0.0 -0.06
C 0.216624 3.485773 -1.835781 -0.1 0.1 0.0 -0.13
H 4.522685 -2.315691 3.731530 0.0 -0.1 0.0 0.09
H 4.832498 -0.609005 3.973958 0.0 0.0 0.0 0.09
H 4.474209 -1.212378 2.355016 0.0 0.0 0.0 0.10
H 2.662526 -2.279379 5.482972 0.0 -0.1 0.0 0.09
H 1.358390 -1.096514 5.362689 0.0 0.0 0.0 0.11
H 2.998260 -0.586562 5.768726 0.0 0.0 0.0 0.09
H 2.831258 -3.707923 3.872491 0.0 0.0 0.0 0.12
H 1.601872 -5.467055 2.693525 0.0 0.0 0.0 0.13
H -0.083942 -4.819453 0.985329 0.0 0.0 0.0 0.13
H -1.977121 -4.450641 -1.744758 0.0 0.0 0.0 0.11
H -1.054730 -5.450374 -3.791524 0.0 0.0 0.0 0.12
H 1.090231 -4.647424 -4.712857 0.0 0.0 0.0 0.12
H 2.353817 -2.869389 -3.541949 0.0 0.0 0.0 0.12
H 1.456094 -1.877535 -1.484856 0.0 -0.1 0.0 0.09
H -1.973791 -3.736207 2.386811 0.0 0.0 0.0 0.10
H -4.232940 -4.504544 2.957589 0.0 0.0 0.0 0.12
H -6.093986 -4.183621 1.371651 -0.1 0.0 0.0 0.12
H -5.687235 -3.081840 -0.804866 0.0 0.0 0.0 0.11
H -3.431561 -2.315593 -1.389767 0.0 0.1 -0.1 0.08
H 1.541605 4.029551 2.453296 0.0 0.0 0.0 0.13
H 3.197665 3.485936 4.225375 0.0 0.0 0.0 0.13
H 3.694015 1.135606 4.703961 0.0 0.0 0.0 0.12
H -1.179126 4.896161 -0.339415 0.0 0.0 0.0 0.09
H -2.686458 6.518468 0.688212 0.0 0.0 0.0 0.11
H -3.440711 6.221732 3.023952 0.0 0.0 0.0 0.12
H -2.661413 4.277593 4.332409 0.0 0.0 0.0 0.12
H -1.155541 2.630827 3.318358 0.0 0.0 0.0 0.08
H 2.819512 3.362140 0.335300 0.0 0.0 0.0 0.10
H 3.902487 4.551486 -1.506599 0.0 0.0 0.0 0.12
H 2.643826 5.074387 -3.567107 0.0 0.0 -0.1 0.12
H 0.282281 4.374241 -3.778679 0.0 0.0 0.0 0.12
H -0.817509 3.177118 -1.947381 0.0 0.0 0.0 0.10
C -4.235302 -0.341459 -3.187290 0.0 -0.1 0.0 -0.04
C -4.009977 0.621063 -2.232214 0.1 0.0 0.1 -0.04
C -2.697162 0.890517 -1.822034 0.0 0.0 0.2 -0.08
C -1.662715 0.104802 -2.322071 0.5 0.3 0.1 -0.34
C -1.887144 -0.903873 -3.271744 -0.2 0.1 0.0 -0.03
C -3.171967 -1.089568 -3.720891 -0.1 0.0 0.1 -0.04
N -0.333701 0.354953 -1.806296 0.3 -0.1 -0.4 -0.15
C 0.738059 0.648033 -2.680157 -0.2 -0.2 0.2 -0.29
C 2.029325 0.570675 -2.163344 0.1 0.1 -0.2 -0.04
C 3.104117 0.844289 -2.988261 -0.1 0.0 0.0 -0.04
C 2.885483 1.179293 -4.321223 0.0 0.0 0.0 -0.04
C 1.594915 1.252721 -4.826555 -0.1 0.0 0.1 -0.04
C 0.507107 0.992839 -4.006385 0.2 0.0 -0.1 -0.01
H -5.239650 -0.513620 -3.546701 0.0 0.0 0.0 0.12
H -4.825048 1.211937 -1.842500 0.0 0.0 0.0 0.12
H -2.480818 1.726514 -1.162630 -0.1 0.1 -0.1 0.08
H -1.063175 -1.476144 -3.667093 0.1 -0.1 0.0 0.12
H -3.369994 -1.832113 -4.480813 0.0 0.0 0.0 0.13
H 2.182255 0.304812 -1.123563 0.0 0.0 0.0 0.11
H 4.110619 0.792032 -2.598766 0.0 0.0 0.0 0.12
H 3.727741 1.380582 -4.968296 0.0 0.0 0.0 0.12
H 1.430021 1.517956 -5.860764 0.0 0.0 0.0 0.12
H -0.498788 1.065060 -4.393821 0.0 0.0 0.0 0.13
I -2.582358 0.211258 1.869277 -0.2 0.0 0.3 0.51
```
Positions in Å, forces in eV/Å.

The expectation value of S² is 0.782. The relative energy (zero: lowest compared OMol25 entry of this formula, charge and spin) comes out at 0.0000 eV. As for the spin multiplicity: 2. As for the strongest force on any atom: 1.3 eV/Å. The calculation puts the HOMO energy (alpha / beta) at -13.1 / -13.0 eV. As for the charge: +2. For the HOMO-LUMO gap (alpha / beta), the calculation gives 6.120 / 6.295 eV.


# 2
The following is a DFT calculation (ωB97M-V with the def2-TZVPD basis set) of a molecular structure, C51H43ClN4O4PS3Ti at a distorted geometry.

Structure (XYZ):
```
108
Properties=species:S:1:pos:R:3:forces:R:3:lowdin_charge:R:1
Ti -0.150857 0.505877 -0.770481 0.2 -1.4 0.4 0.91
O 0.233369 4.584132 0.106383 0.1 0.1 -0.1 0.03
C 1.340914 4.600555 0.893948 0.4 -0.2 0.0 -0.29
C 1.679571 5.825186 1.459146 0.0 0.0 -0.1 -0.02
C 2.784663 5.933566 2.278836 0.0 0.0 0.0 -0.07
C 3.580217 4.822038 2.530834 0.1 0.0 0.1 -0.07
C 3.274564 3.613637 1.941257 -0.1 0.0 0.0 -0.01
C 2.149933 3.472641 1.124671 -0.3 0.2 -0.1 -0.09
C 1.913815 2.167181 0.467425 0.5 -0.1 -0.1 -0.37
O 0.675891 1.787736 0.136856 1.3 2.1 1.3 -0.33
N 2.931273 1.443115 0.195228 0.2 0.1 0.0 0.06
N 2.659620 0.315793 -0.556905 -0.5 0.1 0.0 -0.08
C 3.626022 -0.522730 -0.532062 0.2 0.2 0.2 -0.92
S 3.608159 -1.928533 -1.556092 0.1 -0.1 -0.1 0.94
C 4.968618 -2.785380 -0.694319 -0.3 0.1 0.0 -0.49
C 5.938862 -1.753954 -0.152883 -0.1 0.3 0.0 -0.50
S 5.014806 -0.334711 0.523578 0.0 -0.2 -0.1 0.96
H 0.034638 3.674421 -0.138962 -0.1 -0.2 -0.1 0.01
H 1.050725 6.678461 1.238540 0.0 0.0 0.0 0.13
H 3.034389 6.889141 2.720970 0.0 0.0 0.0 0.11
H 4.441244 4.904359 3.180188 0.0 0.0 0.0 0.11
H 3.906918 2.748849 2.089481 0.0 0.0 0.1 0.11
H 5.446006 -3.433631 -1.426389 0.0 -0.1 0.0 0.08
H 4.534853 -3.387810 0.101382 0.1 0.0 0.0 0.08
H 6.613807 -1.388205 -0.924285 0.0 0.0 0.0 0.08
H 6.525166 -2.162768 0.668125 0.0 0.0 0.0 0.08
C -2.318159 -6.537686 -3.738696 0.0 0.0 0.0 -0.04
C -2.132900 -5.070531 -3.480949 0.1 0.0 0.0 -0.25
C -0.887693 -4.555749 -3.134533 0.0 0.0 0.0 -0.02
C -0.723975 -3.206034 -2.872628 0.0 0.1 0.0 -0.06
C -1.819703 -2.365213 -2.975179 0.3 0.3 0.0 -0.28
C -3.067706 -2.845327 -3.347219 -0.1 0.2 0.0 -0.03
C -3.215076 -4.196031 -3.590622 0.0 0.0 0.0 -0.02
S -1.612091 -0.635381 -2.706094 -0.2 -0.2 -0.7 0.65
O -2.281020 0.094690 -3.734588 0.0 -0.3 0.0 -0.23
O -2.015526 -0.273534 -1.323756 0.0 -0.5 0.4 -0.45
N -0.054752 -0.287858 -2.547231 -0.5 -0.4 -0.7 -0.22
C 0.796696 -0.071375 -3.640012 0.3 0.0 -0.5 -0.24
C 0.897867 -0.882743 -4.742775 -0.1 0.1 0.4 0.00
C 1.873610 -0.617955 -5.721380 0.1 0.0 -0.1 -0.05
C 2.719071 0.448295 -5.603703 0.0 -0.1 -0.1 -0.02
C 2.579030 1.349869 -4.525403 -0.2 -0.1 0.2 -0.14
C 3.357800 2.516696 -4.364870 0.0 0.1 0.1 0.01
C 3.078025 3.364015 -3.332067 0.1 0.0 -0.1 -0.02
C 2.019366 3.056322 -2.459258 -0.2 0.0 0.1 -0.09
N 1.306868 1.956503 -2.533711 0.0 -0.1 -0.1 0.11
C 1.589629 1.099912 -3.550236 0.0 0.0 -0.2 -0.16
H -1.415858 -7.097637 -3.500637 0.0 0.0 0.0 0.08
H -2.566610 -6.714694 -4.786465 0.0 0.0 0.0 0.09
H -3.139514 -6.929201 -3.137420 0.0 0.0 0.0 0.09
H -0.031581 -5.214631 -3.062398 0.0 0.0 0.0 0.12
H 0.244047 -2.803442 -2.602912 0.0 -0.1 0.0 0.11
H -3.899332 -2.159737 -3.451464 0.0 -0.1 0.0 0.13
H -4.183749 -4.581861 -3.883571 0.0 0.0 0.0 0.12
H 0.233729 -1.729322 -4.854089 0.1 0.0 0.0 0.11
H 1.950947 -1.285353 -6.569167 0.0 0.0 0.0 0.11
H 3.489524 0.626363 -6.343315 0.0 0.0 0.0 0.12
H 4.148150 2.736902 -5.071662 0.0 0.0 0.0 0.13
H 3.642042 4.271876 -3.171821 0.0 0.0 0.0 0.12
H 1.747384 3.770524 -1.690861 0.0 0.0 0.1 0.11
Cl -1.979294 2.436707 -0.921942 -0.1 0.7 -0.4 0.87
C -3.109921 2.529029 0.405824 -0.3 -0.1 0.6 -0.56
C -4.243954 3.298490 0.197473 0.0 0.1 -0.2 -0.08
C -5.120573 3.510961 1.244985 0.0 0.0 0.1 -0.05
C -4.847957 2.979804 2.498060 0.0 0.0 0.1 -0.05
C -3.717703 2.205784 2.686912 0.0 0.2 -0.1 -0.09
C -2.841272 1.934538 1.634346 0.2 -0.1 -0.2 -0.36
P -1.336013 0.910714 1.908123 -0.9 0.0 0.4 1.16
C -1.940092 -0.470896 2.961994 0.2 0.0 -0.2 -0.35
C -0.966728 -1.350059 3.443215 0.0 0.0 -0.1 -0.13
C -1.317693 -2.496436 4.135462 0.1 0.0 0.0 -0.06
C -2.654129 -2.792691 4.352663 0.0 0.0 0.0 -0.07
C -3.629186 -1.933178 3.872274 -0.1 -0.1 0.0 -0.07
C -3.279357 -0.784440 3.180282 0.0 0.0 -0.2 -0.09
C -0.534659 2.015806 3.152085 0.2 0.0 -0.3 -0.31
C 0.063672 1.553600 4.321834 0.0 0.0 0.0 -0.07
C 0.659813 2.440877 5.206379 0.0 0.0 0.0 -0.06
C 0.661395 3.800343 4.939272 0.0 0.0 0.0 -0.06
C 0.061562 4.270188 3.781063 -0.1 0.1 0.1 -0.07
C -0.524268 3.387084 2.889845 -0.1 -0.2 0.1 -0.09
H -4.425874 3.737733 -0.774390 0.0 0.0 0.0 0.11
H -6.006625 4.111249 1.089345 0.0 0.0 0.0 0.12
H -5.513860 3.171515 3.328750 0.0 0.0 0.0 0.12
H -3.492718 1.807089 3.667684 0.0 0.1 0.0 0.12
H 0.082172 -1.150027 3.258725 0.0 -0.1 0.0 0.10
H -0.544648 -3.164395 4.492895 0.0 0.0 0.0 0.11
H -2.933233 -3.693973 4.882089 0.0 0.0 0.0 0.11
H -4.676008 -2.164072 4.024686 0.0 0.0 0.0 0.11
H -4.062467 -0.148236 2.791922 0.0 -0.1 0.0 0.10
H 0.047050 0.505491 4.575140 0.0 0.0 0.0 0.08
H 1.109016 2.060415 6.114422 0.0 0.0 0.0 0.11
H 1.122194 4.490134 5.634050 0.0 0.0 0.0 0.11
H 0.040059 5.331468 3.571619 0.0 -0.1 0.0 0.11
H -0.992813 3.770285 1.991843 0.0 0.0 0.1 0.10
C 0.412114 -1.294396 0.190003 -0.3 -0.4 0.3 -0.18
C -0.449338 -2.536870 0.330227 0.0 -0.1 0.0 -0.28
C -1.828835 -2.586338 0.527260 0.1 0.0 -0.2 -0.07
C -2.506023 -3.789206 0.651565 0.0 -0.1 0.0 -0.07
C -1.818107 -4.991812 0.609353 -0.1 0.0 0.0 -0.09
C -0.443010 -4.969351 0.454286 0.1 -0.1 0.0 -0.09
C 0.221272 -3.762341 0.310640 0.2 0.0 0.0 -0.06
H 1.313199 -1.621975 -0.329146 -0.1 0.2 -0.1 0.00
H 0.738221 -0.993378 1.190437 0.1 0.2 0.0 0.05
H -2.406088 -1.684605 0.560178 -0.1 0.3 0.0 0.09
H -3.580304 -3.780987 0.789963 0.0 0.0 0.0 0.11
H -2.348375 -5.931267 0.702442 0.0 0.0 0.0 0.10
H 0.113727 -5.898566 0.436121 0.0 0.0 0.0 0.10
H 1.299935 -3.769446 0.183960 0.0 0.0 0.0 0.10
```
Positions in Å, forces in eV/Å.

The relative energy (zero: lowest compared OMol25 entry of this formula, charge and spin) comes out at 0.7656 eV. As for the strongest force on any atom: 2.7 eV/Å. The calculation puts the HOMO energy at -10.3 eV. As for the charge: +1. For the HOMO-LUMO gap, the calculation gives 7.431 eV.